92
Properties=species:S:1:pos:R:3:forces:R:3:lowdin_charge:R:1 method="wB97M-V/def2-TZVPD" e_above_lowest_ev=1.638 homo_ha=-0.488 total_charge=+2
W -0.1565 0.3012 0.6216 -0.6 -0.8 -0.5 1.962
C -0.8408 -2.9290 1.3720 0.0 0.0 0.0 -0.034
N 0.2361 -2.1087 0.7602 0.1 -0.1 0.1 -0.300
C 0.5518 -2.7926 -0.5167 0.0 0.1 0.0 -0.059
C 1.4621 -2.1625 1.5895 0.0 0.0 0.0 -0.137
C 2.4158 -1.1704 0.9951 0.0 0.0 0.0 -0.231
C 3.7794 -1.2718 1.1482 -0.1 -0.1 0.0 0.006
C 4.6141 -0.3144 0.5770 0.1 0.0 0.0 -0.009
C 4.0859 0.7195 -0.1765 -0.1 0.1 -0.1 -0.040
C 2.7140 0.8260 -0.3497 0.1 -0.2 -0.1 -0.080
C 1.8343 -0.1092 0.2487 0.3 0.4 0.1 -0.248
H -0.4894 -3.9616 1.4366 0.0 0.0 0.0 0.116
H -1.7215 -2.8939 0.7364 0.0 0.0 0.0 0.089
H -1.0658 -2.5727 2.3654 0.0 0.0 0.0 0.054
H 0.8340 -3.8250 -0.3034 0.0 0.0 0.0 0.117
H 1.4032 -2.3179 -1.0053 0.0 0.0 0.0 0.090
H -0.3359 -2.8042 -1.1437 0.0 0.0 0.0 0.069
H 1.8733 -3.1758 1.5852 0.0 0.0 0.0 0.147
H 1.2022 -1.9087 2.6173 0.0 0.0 0.0 0.128
H 4.2065 -2.0923 1.7112 0.0 0.0 0.0 0.133
H 5.6856 -0.3940 0.7067 0.0 0.0 0.0 0.126
H 4.7422 1.4437 -0.6401 0.0 0.0 0.0 0.122
H 2.3286 1.6234 -0.9640 0.0 0.0 0.0 0.085
C -2.3305 -0.4595 -6.1655 0.0 0.0 0.0 -0.031
O -1.5084 -0.3853 -4.9958 0.0 0.0 0.0 -0.098
C -0.2203 -0.0061 -5.1625 0.1 0.0 0.0 -0.221
C 0.3342 0.4469 -6.3537 0.0 0.0 0.0 0.012
C 1.6828 0.7701 -6.4125 0.0 0.0 0.0 -0.040
C 2.5051 0.6463 -5.3032 0.0 0.0 0.0 -0.057
C 1.9619 0.2047 -4.1084 0.0 0.0 0.0 -0.002
C 0.6134 -0.0993 -4.0442 0.0 0.0 0.0 -0.135
N 0.0793 -0.5884 -2.8079 0.0 -0.1 0.1 0.236
C -0.9129 -0.0689 -2.1569 0.0 -0.1 -0.2 -0.358
N -1.4461 1.1054 -2.6389 0.0 0.1 0.3 0.167
C -0.9726 2.1652 -1.8818 0.0 0.0 -0.1 -0.156
C -0.1183 1.9554 -0.7751 -0.2 0.4 0.2 -0.184
C 0.5296 3.1589 -0.3256 0.1 -0.1 -0.1 -0.139
C 0.2697 4.3867 -0.8559 0.0 0.0 0.0 -0.039
C -0.7036 4.5565 -1.8597 0.0 0.0 0.0 0.031
C -1.3192 3.4506 -2.3719 0.0 -0.2 -0.1 -0.222
O -2.2327 3.4160 -3.3701 0.0 0.0 0.1 -0.078
C -2.6980 4.6712 -3.8707 0.0 0.0 0.0 -0.034
N -1.2957 -0.5170 -0.9262 0.0 0.7 0.3 -0.028
C -2.7484 -0.4343 -0.7241 0.0 -0.4 0.3 -0.203
C -3.3698 0.7087 -0.2257 0.0 0.1 -0.1 -0.047
C -4.6989 0.6837 0.1512 0.0 0.0 0.0 -0.048
C -5.4193 -0.5002 0.0555 0.0 0.0 0.0 -0.034
C -4.8194 -1.6329 -0.4621 0.0 0.0 -0.1 0.032
C -3.4927 -1.6043 -0.8783 -0.2 0.0 0.0 -0.248
O -2.9625 -2.7732 -1.3615 0.3 0.1 0.1 -0.107
C -2.6603 -2.8089 -2.7552 -0.2 -0.1 -0.1 -0.042
H -3.2765 -0.8798 -5.8384 0.0 0.0 0.0 0.095
H -1.8794 -1.1125 -6.9130 0.0 0.0 0.0 0.107
H -2.4964 0.5334 -6.5851 0.0 0.0 0.0 0.103
H -0.2750 0.5412 -7.2400 0.0 0.0 0.0 0.117
H 2.0951 1.1164 -7.3505 0.0 0.0 0.0 0.122
H 3.5563 0.8869 -5.3679 0.0 0.0 0.0 0.116
H 2.5774 0.0945 -3.2232 0.0 0.0 0.0 0.111
H 0.5389 -1.3790 -2.3738 0.0 -0.1 0.0 0.129
H -2.3331 1.1664 -3.1195 0.1 0.0 -0.2 0.173
H 1.2689 3.1129 0.4597 0.0 0.0 0.0 0.081
H 0.8038 5.2520 -0.4884 0.0 0.0 0.0 0.123
H -0.9255 5.5440 -2.2374 0.0 0.0 0.0 0.122
H -3.4750 4.4365 -4.5905 0.0 0.0 0.0 0.100
H -1.8882 5.2087 -4.3664 0.0 0.0 0.0 0.104
H -3.1129 5.2763 -3.0634 0.0 0.0 0.0 0.104
H -2.8048 1.6262 -0.1078 0.0 0.0 0.0 0.109
H -5.1621 1.5768 0.5464 0.0 0.0 0.0 0.119
H -6.4491 -0.5409 0.3821 0.0 0.0 0.0 0.122
H -5.3597 -2.5642 -0.5659 0.0 0.0 0.0 0.135
H -2.8970 -3.8087 -3.1130 0.0 0.0 0.0 0.106
H -1.6034 -2.6143 -2.9486 0.0 0.0 0.0 0.064
H -3.2628 -2.0825 -3.3042 0.0 0.0 0.0 0.100
O -1.1480 -1.4291 4.1852 -0.2 0.1 0.0 -0.224
As -2.1199 -0.1554 3.4655 0.2 -0.4 -0.5 1.023
O -3.7018 -0.3957 3.5820 -0.1 0.0 0.0 -0.372
O -1.5523 -0.3126 1.7791 0.1 0.6 0.3 -0.539
C -1.4907 1.3934 4.4300 -0.1 0.0 0.0 -0.229
C -2.3205 1.7029 5.4934 0.0 0.1 0.0 -0.048
C -1.9240 2.6706 6.4208 -0.1 0.0 0.0 -0.013
C -0.7156 3.3255 6.2918 0.1 0.0 -0.1 -0.017
C 0.1161 3.0439 5.2093 0.0 0.1 0.1 -0.009
C -0.2847 2.0836 4.3025 0.0 0.0 0.0 -0.285
S 0.6287 1.8267 2.8568 -0.6 -0.5 0.3 0.629
O 1.7837 2.6402 2.7839 0.0 0.1 0.0 -0.191
O 0.8040 0.3518 2.6518 0.4 0.1 0.1 -0.387
O -0.4206 2.0234 1.7530 0.6 0.2 -0.3 -0.423
H -1.7379 -2.0044 4.6975 0.1 0.0 0.0 0.082
H -3.2703 1.1951 5.6069 0.0 0.0 0.0 0.118
H -2.5775 2.9038 7.2505 0.0 0.0 0.0 0.127
H -0.4201 4.0702 7.0174 0.0 0.0 0.0 0.127
H 1.0497 3.5697 5.0633 0.0 0.0 0.0 0.130

=====

84
Properties=species:S:1:pos:R:3:forces:R:3:mulliken_spin:R:1 method="wB97M-V/def2-TZVPD" e_above_lowest_ev=0.000 spin_multiplicity=5 homo_ha="-0.005 / -0.073" total_charge=-2
Pd 2.3850 0.4637 -0.3161 0.4 0.0 0.2 0.991
S 4.0372 -1.9878 3.2796 0.0 -0.1 0.1 0.030
C 3.3430 -1.1957 1.9948 0.0 0.1 -0.2 -0.040
S 3.5380 -1.6660 0.3411 0.0 -0.1 0.0 0.258
S 2.3629 0.2226 2.1397 0.0 0.1 0.1 0.199
Br 3.2300 7.1468 -1.6440 -0.1 0.4 -0.3 0.137
C 3.5672 5.4324 -0.5754 0.0 -0.7 0.3 0.570
C 2.4563 4.9445 0.1718 0.1 0.1 -0.1 0.003
C 2.2515 3.5950 0.2971 0.2 -0.1 -0.1 0.010
N 3.0113 2.6436 -0.3032 -0.2 0.4 0.1 0.232
C 4.0400 3.1039 -1.0589 -0.3 0.1 0.1 0.021
C 4.3300 4.4318 -1.2438 -0.1 0.1 0.1 0.040
H 1.7871 5.6313 0.6822 0.1 0.0 0.0 0.020
H 1.4498 3.2243 0.9307 0.1 0.0 -0.1 -0.002
H 4.6486 2.3422 -1.5263 0.1 -0.1 -0.1 0.009
H 5.1661 4.7058 -1.8799 0.0 0.0 0.1 0.026
C -0.9047 -0.8361 -0.0348 -0.2 0.0 0.0 0.010
H -1.0182 -1.7748 -0.5846 0.0 0.1 0.0 -0.008
H 0.1595 -0.5794 -0.0338 -0.1 0.0 0.0 -0.023
H -1.4527 -0.0581 -0.5762 0.0 -0.1 0.1 0.003
C 1.2247 3.1654 -3.1930 0.1 0.0 0.1 0.022
C -0.1324 2.5052 -2.9345 0.1 -0.1 0.1 0.065
C -0.5414 2.5928 -1.4595 -0.1 0.1 -0.1 0.040
C -0.1907 1.0814 -3.4637 0.1 0.0 0.0 0.129
C -1.1600 0.7719 -4.4049 0.1 -0.1 0.0 -0.117
C -1.2622 -0.4955 -4.9684 0.1 0.0 0.0 0.184
C -0.3473 -1.4751 -4.5999 0.0 0.1 0.0 -0.127
C 0.6461 -1.2400 -3.6617 0.0 0.1 0.1 0.063
C 1.5842 -2.3901 -3.3314 0.0 0.1 0.1 0.051
C 1.1768 -3.0999 -2.0348 0.0 0.0 0.0 0.028
C 3.0705 -2.0201 -3.3261 0.0 0.0 -0.1 0.020
C 0.7205 0.0517 -3.0326 -0.2 0.0 0.0 0.055
N 1.6240 0.2803 -2.0683 -0.1 -0.1 -0.4 1.183
H 1.2216 4.2055 -2.8529 0.0 -0.1 0.0 0.007
H 1.4614 3.1516 -4.2614 0.0 0.0 0.0 -0.005
H 2.0197 2.6488 -2.6555 -0.1 0.0 -0.1 -0.022
H -0.8752 3.0654 -3.5096 -0.1 0.0 0.0 0.002
H 0.1884 2.0813 -0.8389 0.1 -0.1 0.1 -0.020
H -1.5215 2.1339 -1.2956 0.0 0.0 0.0 -0.003
H -0.5842 3.6373 -1.1351 0.0 -0.1 0.0 -0.004
H -1.8508 1.5513 -4.7095 0.0 0.0 0.0 -0.001
H -2.0346 -0.7110 -5.6976 0.0 0.0 0.0 0.017
H -0.4038 -2.4600 -5.0539 0.0 0.0 0.0 -0.004
H 1.4461 -3.1078 -4.1456 -0.1 0.0 -0.1 0.004
H 1.3656 -2.4729 -1.1615 0.0 0.0 -0.1 -0.017
H 1.7580 -4.0195 -1.9067 0.0 0.1 0.0 -0.001
H 0.1143 -3.3639 -2.0599 0.1 0.0 0.0 -0.003
H 3.3246 -1.4054 -2.4673 0.0 0.0 0.0 -0.022
H 3.3383 -1.4748 -4.2362 0.0 0.0 0.0 0.001
H 3.6747 -2.9308 -3.2812 0.0 0.0 0.0 0.000
C -1.3507 2.9831 4.0974 0.0 -0.1 -0.1 -0.001
C -2.0441 1.8909 4.6080 0.0 0.0 0.0 0.001
C -2.0749 0.6963 3.8987 0.0 0.1 0.0 -0.001
C -1.4087 0.5623 2.6771 0.1 0.0 0.0 0.013
C -0.7150 1.6695 2.1828 -0.1 0.0 0.1 -0.028
C -0.6879 2.8717 2.8821 0.0 0.0 0.0 -0.009
Si -1.4807 -1.0512 1.7200 -0.1 0.0 0.0 -0.005
C -0.5506 -2.4507 2.5401 0.0 0.0 0.0 -0.002
C 0.1748 -2.2846 3.7196 0.1 0.0 0.0 0.004
C 0.8989 -3.3382 4.2675 0.0 0.0 0.0 -0.002
C 0.9040 -4.5776 3.6427 0.0 0.1 0.0 -0.001
C 0.1967 -4.7593 2.4599 0.0 0.0 0.0 0.001
C -0.5178 -3.7021 1.9128 0.0 0.0 0.1 -0.001
C -3.3283 -1.5068 1.7220 0.0 -0.1 0.0 0.000
C -4.2535 -0.5636 1.2662 -0.1 0.1 -0.1 0.000
C -5.6158 -0.8351 1.2263 0.1 0.1 0.0 0.000
C -6.0918 -2.0700 1.6501 0.0 0.1 0.0 0.000
C -5.1947 -3.0185 2.1121 0.1 -0.1 0.0 0.000
C -3.8301 -2.7378 2.1465 0.0 -0.1 0.1 0.000
H -1.3213 3.9155 4.6484 0.0 0.0 0.0 0.000
H -2.5598 1.9703 5.5590 0.0 0.0 0.0 0.000
H -2.6313 -0.1467 4.3020 0.0 0.0 0.0 0.000
H -0.1705 1.5855 1.2499 0.0 0.0 0.0 0.005
H -0.1330 3.7144 2.4825 0.0 0.0 0.0 0.008
H 0.2219 -1.3074 4.1889 0.0 0.0 0.0 0.007
H 1.4997 -3.1701 5.1529 0.0 0.0 0.0 0.001
H 1.4958 -5.3887 4.0527 0.0 0.0 0.0 0.000
H 0.2269 -5.7148 1.9479 0.0 0.0 0.0 0.000
H -1.0422 -3.8511 0.9707 0.0 0.0 0.1 0.000
H -3.9012 0.4131 0.9410 0.0 -0.1 0.0 0.000
H -6.3068 -0.0809 0.8660 0.0 0.0 0.0 0.000
H -7.1532 -2.2865 1.6227 0.0 0.0 0.0 0.000
H -5.5539 -3.9848 2.4505 0.0 0.0 0.0 0.000
H -3.1447 -3.4931 2.5203 0.0 0.1 0.0 0.000

=====

How do the records compare in strongest force on any atom? In the order shown, they have 1.123 0.712 eV/A.